Entry from OMol25: the molecule CHCl2NO in a non-equilibrium geometry (the ωB97M-V functional and the def2-TZVPD basis).

Values from the calculation:
Energy above the lowest of the compared OMol25 structures with the same formula, charge and spin = 66.20 kcal/mol
Expectation value of S² = 2.018
Gap between HOMO and LUMO (spin up / spin down) = 8.60 / 7.37 eV

```
! RIJCOSX wB97M-V def2-TZVPD def2/J DEFGRID3
* xyz 0 3
C 0.941 -0.093 -0.035
N -0.288 -0.299 0.154
O -1.127 0.712 0.071
Cl 1.959 -1.463 0.024
Cl -2.850 0.343 0.000
H 1.366 0.800 -0.215
*
```



Entry from OMol25: the molecule C3H4N2O in a non-equilibrium geometry (the ωB97M-V functional and the def2-TZVPD basis).

Values from the calculation:
Energy above the lowest of the compared OMol25 structures with the same formula, charge and spin = 114.80 kcal/mol
Gap between HOMO and LUMO (spin up / spin down) = 8.43 / 6.96 eV

```
! RIJCOSX wB97M-V def2-TZVPD def2/J DEFGRID3
* xyz 0 1
N -1.625 0.119 -0.269
C -0.497 -0.448 0.341
N -0.223 -1.697 0.411
O 1.751 -1.207 -0.286
C 1.663 0.063 -0.106
C 0.503 0.574 0.361
H -2.142 0.798 0.262
H -2.137 -0.520 -0.841
H 2.500 0.748 -0.288
H 0.185 1.601 0.394
*
```



Entry from OMol25: the molecule C5H10NP in a non-equilibrium geometry (the ωB97M-V functional and the def2-TZVPD basis).

Values from the calculation:
Energy above the lowest of the compared OMol25 structures with the same formula, charge and spin = 55.35 kcal/mol
SMILES = C1CC1PN1CC1
Gap between HOMO and LUMO = 9.58 eV

```
! RIJCOSX wB97M-V def2-TZVPD def2/J DEFGRID3
* xyz 0 1
C 2.060 -0.781 -0.438
C 2.669 0.465 0.098
C -2.828 0.310 0.006
C -1.998 -0.910 -0.263
C 1.260 0.114 0.475
N -1.443 0.217 0.500
P -0.135 1.062 -0.321
H 1.765 -0.940 -1.531
H 2.431 -1.790 0.087
H 3.489 0.675 0.893
H 2.830 1.340 -0.526
H -3.191 0.908 -0.865
H -3.482 0.357 0.878
H -2.430 -1.790 0.260
H -1.766 -1.300 -1.279
H 0.906 -0.080 1.540
H -0.138 2.142 0.486
*
```



Entry from OMol25: the molecule C3H6N2O in a non-equilibrium geometry (the ωB97M-V functional and the def2-TZVPD basis).

Values from the calculation:
Energy above the lowest of the compared OMol25 structures with the same formula, charge and spin = 66.85 kcal/mol
SMILES = C/N=C(\N)C=O
Gap between HOMO and LUMO = 9.53 eV

```
! RIJCOSX wB97M-V def2-TZVPD def2/J DEFGRID3
* xyz 0 1
C 1.783 -0.006 0.412
N 0.583 0.990 0.375
C -0.469 0.390 -0.018
N -0.312 -0.972 -0.302
C -1.890 0.916 -0.228
O -2.729 0.140 -0.628
H 1.789 -1.085 0.115
H 2.505 0.469 -0.243
H 2.059 -0.015 1.462
H -0.400 -1.211 -1.269
H -0.759 -1.585 0.349
H -2.159 1.969 -0.025
*
```



Entry from OMol25: a cluster of 5 separate species, C30H36N5O8S in total in a non-equilibrium geometry (the ωB97M-V functional and the def2-TZVPD basis).

Values from the calculation:
Gap between HOMO and LUMO = 8.23 eV

```
! RIJCOSX wB97M-V def2-TZVPD def2/J DEFGRID3
* xyz 1 1
C -2.554 2.408 -2.905
C -1.851 1.310 -2.027
C -0.941 1.926 -0.907
C -1.703 2.285 0.408
N -0.695 2.819 1.398
S -0.704 4.517 1.545
C -0.035 5.358 0.039
C -0.180 6.904 0.354
H -2.943 1.929 -3.820
H -3.376 2.881 -2.339
H -1.792 3.148 -3.205
H -1.174 0.779 -2.728
H -2.559 0.548 -1.660
H -0.162 1.188 -0.621
H -0.460 2.850 -1.275
H -2.102 1.369 0.886
H -2.542 2.986 0.263
H 0.220 2.470 1.116
H -2.043 4.843 1.529
H -0.633 5.086 -0.844
H 1.031 5.125 -0.112
H -0.092 7.523 -0.547
H -1.161 7.014 0.850
H 0.574 7.130 1.126
C 1.763 -2.787 -1.590
C 2.485 -3.232 -2.690
C 2.772 -2.362 -3.734
C 2.332 -1.047 -3.659
C 1.603 -0.594 -2.569
C 1.320 -1.472 -1.534
N 2.650 -0.116 -4.739
O 3.271 -0.540 -5.686
O 2.275 1.034 -4.622
H 1.546 -3.468 -0.775
H 2.827 -4.257 -2.733
H 3.334 -2.716 -4.586
H 1.255 0.428 -2.508
H 0.755 -1.130 -0.675
C -3.746 11.087 -3.466
C -4.221 9.880 -2.966
C -3.727 9.382 -1.770
C -2.760 10.105 -1.083
C -2.273 11.308 -1.576
C -2.771 11.798 -2.775
N -2.253 9.597 0.189
O -2.679 8.529 0.592
O -1.435 10.262 0.780
H -4.138 11.477 -4.397
H -4.979 9.330 -3.508
H -4.102 8.443 -1.387
H -1.518 11.867 -1.042
H -2.402 12.735 -3.169
C 4.566 -7.245 2.145
C 3.232 -6.874 2.030
C 2.666 -6.696 0.775
C 3.449 -6.896 -0.354
C 4.785 -7.260 -0.251
C 5.343 -7.433 1.007
N 2.852 -6.732 -1.678
O 1.687 -6.395 -1.738
O 3.551 -6.942 -2.645
H 5.003 -7.389 3.126
H 2.632 -6.727 2.916
H 1.628 -6.407 0.695
H 5.393 -7.411 -1.131
H 6.382 -7.719 1.102
C -1.290 -9.037 6.786
C -0.566 -9.485 5.687
C -0.277 -8.616 4.645
C -0.715 -7.301 4.719
C -1.445 -6.844 5.808
C -1.732 -7.720 6.845
N -0.392 -6.377 3.635
O 0.232 -6.813 2.688
O -0.758 -5.227 3.739
H -1.509 -9.716 7.601
H -0.225 -10.510 5.645
H 0.286 -8.971 3.793
H -1.789 -5.821 5.862
H -2.297 -7.376 7.701
*
```



Entry from OMol25: a structure of composition C17H13F5IrN3Se3 in a non-equilibrium geometry (the ωB97M-V functional and the def2-TZVPD basis).

Values from the calculation:
Energy above the lowest of the compared OMol25 structures with the same formula, charge and spin = 95.97 kcal/mol
Expectation value of S² = 8.790
Gap between HOMO and LUMO (spin up / spin down) = 6.06 / 5.50 eV

```
! RIJCOSX wB97M-V def2-TZVPD def2/J DEFGRID3
* xyz 1 6
Ir 1.185 -1.062 0.582
Se -2.225 -2.446 0.769
Se -2.168 -1.081 -1.078
C -0.566 -1.729 -1.920
C -0.687 -2.158 -3.237
C 0.402 -2.713 -3.881
C 1.593 -2.828 -3.183
C 1.652 -2.350 -1.894
N 0.600 -1.789 -1.262
C -1.824 -1.070 2.069
C -2.819 -0.752 2.985
C -2.629 0.323 3.836
C -1.455 1.051 3.737
C -0.506 0.645 2.818
N -0.667 -0.404 2.009
H -1.646 -2.070 -3.727
H 0.317 -3.076 -4.896
H 2.465 -3.291 -3.624
H 2.569 -2.411 -1.323
H -3.733 -1.330 3.004
H -3.395 0.606 4.546
H -1.279 1.920 4.356
H 0.425 1.192 2.715
N 2.334 -0.558 2.367
H 3.181 -1.117 2.359
H 1.855 -0.762 3.239
H 2.617 0.417 2.384
C 1.022 -2.914 1.298
H 0.962 -3.103 2.370
H 1.115 -3.804 0.680
F -1.253 4.940 -2.313
C -1.038 3.677 -2.020
C -1.124 3.263 -0.635
F -1.446 1.999 -0.390
C 0.263 3.644 -0.373
F 0.476 4.906 -0.071
C 1.333 2.843 -0.923
Se 2.010 1.213 -0.426
C 1.065 3.302 -2.264
F 1.639 4.378 -2.748
C -0.195 2.897 -2.906
F -0.428 1.602 -3.032
*
```